15
Properties=species:S:1:pos:R:3:forces:R:3 method="wB97M-V/def2-TZVPD" homo_lumo_gap_ev=9.28 fmax_ev_per_a=0.5
O -0.476 -0.481 2.238 0.20 -0.26 -0.38
O 0.504 -3.163 0.981 -0.44 0.06 0.12
C -0.603 -2.468 1.030 0.18 -0.09 -0.04
C -0.112 1.235 0.032 -0.01 0.04 0.07
C -0.312 -1.017 1.157 -0.19 0.25 0.24
C -0.004 -0.276 -0.125 0.02 0.00 -0.04
C 0.191 1.969 -1.270 0.02 0.04 -0.07
H -1.122 1.480 0.382 0.15 -0.02 -0.05
H 1.004 -0.575 -0.451 -0.12 0.03 0.07
H 0.239 -4.094 0.927 0.24 0.01 -0.03
H -0.686 -0.643 -0.906 0.08 0.04 0.11
H 0.107 3.052 -1.141 0.01 -0.15 -0.03
H 1.207 1.751 -1.620 -0.14 0.03 0.05
H -0.504 1.669 -2.062 0.10 0.05 0.10
H 0.568 1.561 0.827 -0.10 -0.04 -0.12



15
Properties=species:S:1:pos:R:3:forces:R:3 method="wB97M-V/def2-TZVPD" homo_lumo_gap_ev=9.77 smiles="C=CCCC(=O)O" fmax_ev_per_a=4.1
O -0.125 1.066 -1.807 -1.27 -1.03 0.22
O -1.038 -0.762 -2.751 0.11 1.18 2.68
C -0.799 -0.951 -0.242 -2.14 0.75 -2.77
C -0.592 0.011 0.921 -0.73 -2.19 3.44
C -0.734 -0.188 -1.698 1.06 -1.60 -1.90
C 1.906 0.185 1.451 -1.08 2.21 -3.02
C 0.759 0.684 0.894 0.05 -1.85 1.79
H -1.401 0.726 0.923 -0.19 0.44 -0.28
H -1.920 -1.325 -0.285 2.24 0.61 0.31
H 2.868 0.372 0.931 -0.46 0.56 1.28
H -0.259 1.332 -2.750 0.17 -0.46 0.83
H 1.799 -0.270 2.378 0.20 -2.09 1.02
H 0.554 1.612 0.459 1.29 1.12 -1.88
H -0.155 -1.862 -0.337 -0.32 1.07 0.26
H -0.863 -0.629 1.913 1.07 1.27 -1.97



15
Properties=species:S:1:pos:R:3:forces:R:3 method="wB97M-V/def2-TZVPD" homo_lumo_gap_ev=9.15 fmax_ev_per_a=1.6
O -0.346 0.371 -1.345 -0.05 0.40 0.20
O 0.107 -0.919 1.193 0.51 1.48 -0.22
C -0.926 -0.903 -0.934 0.08 -0.12 0.06
C 0.682 0.786 -0.566 -0.36 1.17 0.50
C 0.640 0.505 0.865 -0.24 -1.57 0.33
C 0.137 -1.551 -0.056 0.25 0.01 -0.70
C -0.057 1.774 0.986 -0.06 -0.29 -0.39
H 1.533 1.124 -1.158 -0.12 0.21 0.59
H -0.964 2.035 0.460 -0.22 -0.56 0.16
H 1.081 -1.237 -0.550 -0.07 -0.83 0.00
H -1.852 -0.713 -0.378 0.24 -0.09 -0.08
H 0.161 -2.647 -0.033 -0.44 0.29 0.46
H 1.618 0.580 1.346 -0.14 -0.06 -0.05
H 0.171 2.428 1.848 0.46 -0.16 -0.99
H -1.158 -1.447 -1.857 0.16 0.13 0.15



Taking the records one at a time from the top gives LUMO values of 0.01409 0.02781 0.03594 hartree.
Taking the records one at a time from the top gives DFT total energy values of -9406.924 -9407.432 -9405.444 eV.